# 1
9
Properties=species:S:1:pos:R:3:forces:R:3 method="wB97M-V/def2-TZVPD" homo_ha="-0.296 / -0.296" spin_multiplicity=1 de_lowest_kcal_mol=100.3 gap_ev="7.17 / 7.17"
C -2.291383 0.187923 -0.207386 -0.7 -2.1 -1.2
C 1.781507 0.112083 0.624781 0.9 -1.1 0.4
N -2.746260 -0.622957 -0.935236 -0.4 -0.1 -0.8
N 0.818949 0.677361 -0.210448 -2.9 1.9 -1.7
S -0.677152 1.063768 0.260499 3.0 1.3 0.6
H 2.196460 -0.716310 0.079295 0.7 -0.5 -0.4
H 2.683778 0.809794 0.784556 -1.7 -0.8 0.4
H 1.249214 -0.406185 1.419476 0.7 0.5 1.3
H -3.015117 -1.105480 -1.815538 0.5 0.9 1.4


# 2
28
Properties=species:S:1:pos:R:3:forces:R:3 method="wB97M-V/def2-TZVPD" total_charge=+1 homo_ha="-0.423 / -0.423" spin_multiplicity=1 gap_ev="7.40 / 7.40"
C 2.196607 0.016215 1.624705 -0.6 -1.9 -1.2
C 1.918595 1.104742 0.592726 -0.3 3.2 0.7
O 1.072036 -0.106486 -1.153206 1.5 -1.4 -2.1
C 0.796502 0.402598 -2.432206 0.0 0.3 -0.5
C -0.556248 -0.079576 -2.929762 0.2 -0.1 -1.1
O -1.483329 0.068351 -1.848438 -1.5 1.0 -3.8
C -2.847865 -0.158186 -2.169166 -0.7 -0.1 -0.5
H 2.472362 -0.929141 1.126286 0.1 0.1 0.1
H 3.078579 0.308887 2.210932 -0.4 0.1 -0.3
H 2.911956 1.528313 0.356101 0.2 1.5 2.0
H 1.500892 1.741624 -0.193658 -0.2 -2.7 -1.6
H 1.572845 0.096919 -3.153300 -0.2 0.1 0.3
H 0.778431 1.507918 -2.396923 0.1 -0.2 -0.1
H -0.523173 -1.139040 -3.229372 0.0 0.2 0.1
H -0.902136 0.520912 -3.783700 0.1 -0.1 0.2
H -3.455403 0.161333 -1.315612 0.2 -0.1 -0.2
H -3.111677 0.431632 -3.057139 0.0 -0.1 0.3
H -3.026402 -1.222603 -2.377286 0.1 0.2 0.1
C -1.198984 -0.963310 2.855752 -0.2 -0.1 0.8
O -0.120338 -0.686447 1.963787 1.7 -1.1 4.5
C 1.092806 -0.281454 2.617564 0.1 0.2 0.9
H -2.096167 -1.207706 2.276899 0.3 0.0 0.0
H -0.917608 -1.812168 3.492721 -0.2 0.2 -0.2
H -1.412852 -0.084476 3.479302 0.1 -0.2 -0.2
H 1.374013 -1.102227 3.291740 0.2 0.3 -0.1
H 0.868623 0.623264 3.204830 0.0 -0.2 -0.1
H 0.561970 1.515360 0.957578 2.1 1.1 1.5
Pb -0.544036 -0.255249 -0.011156 -2.4 0.0 0.5


# 3
18
Properties=species:S:1:pos:R:3:forces:R:3 method="wB97M-V/def2-TZVPD" total_charge=-1 homo_ha="0.014 / -0.225" s2=0.750 spin_multiplicity=2 de_lowest_kcal_mol=23.9 gap_ev="2.88 / 9.31"
S -1.449798 1.657187 -0.555493 -0.1 -0.6 1.8
H -0.236665 1.493547 0.144901 -0.9 0.4 -1.2
H -1.106550 2.140572 -1.730292 0.9 0.2 -0.6
H -0.163398 0.007750 1.943613 -3.0 -0.5 1.9
H -1.416609 -0.801419 2.396519 -2.0 -3.8 -1.1
O -1.010253 -0.031358 2.600394 4.9 4.0 -1.1
H -1.672487 -1.475352 -2.032928 0.6 0.7 -0.4
H -2.787058 -1.482643 -0.990052 0.7 -0.4 -0.5
O -2.203295 -2.070311 -1.516561 -1.2 -0.2 1.0
H 0.553797 1.277270 2.728969 1.4 -0.1 -0.2
H 1.986621 1.339068 1.855037 0.3 -1.1 0.4
O 1.137819 1.695330 2.069443 -1.6 1.6 0.0
H 1.067393 -1.113593 -2.841694 -0.1 -1.6 -2.5
H 0.722090 0.402272 -2.534345 -0.1 -0.2 -0.6
O 1.045061 -0.452064 -2.206066 0.2 1.6 3.1
H 1.208148 -1.037639 -0.236100 0.2 0.3 -0.3
H 2.649280 -0.703698 0.310533 -2.5 -0.4 0.4
O 1.675911 -0.844911 0.594119 2.2 0.1 -0.2


# 4
38
Properties=species:S:1:pos:R:3:forces:R:3 method="wB97M-V/def2-TZVPD" total_charge=+1 homo_ha=-0.465 spin_multiplicity=1 de_lowest_kcal_mol=27.7 gap_ev=4.92
Al 0.970616 0.783794 2.084406 -0.4 -2.8 -1.1
O 3.777350 0.365813 2.598674 -1.8 0.4 -0.4
H 4.251410 0.227232 3.434208 -0.4 0.2 0.2
O -1.271648 -0.239888 3.416586 1.5 0.6 -1.0
H -1.439524 -0.120243 4.362510 0.5 0.1 0.0
C -2.726304 1.599617 0.904849 -0.6 0.6 1.7
O -1.496945 1.515032 0.822136 1.0 0.2 -0.8
N -3.546684 2.416748 0.181445 1.5 -0.9 0.0
N -3.374967 0.982533 1.903396 -0.3 -0.7 0.7
H -4.478029 2.463194 0.544132 -0.3 0.6 -0.8
H -3.142133 2.848752 -0.629715 -0.7 0.3 0.0
H -4.369459 1.010516 2.037102 0.0 0.1 -0.2
H -2.812657 0.478799 2.583555 0.2 0.1 -0.1
C -1.328381 -1.758298 0.194395 -0.3 -0.9 0.5
O -0.229015 -1.214665 0.344749 0.6 0.4 0.3
N -2.263625 -1.854899 1.148682 0.3 0.7 1.0
N -1.667579 -2.446023 -0.925142 0.7 0.4 -0.1
H -1.983323 -1.511693 2.061088 -0.2 0.1 0.1
H -3.092183 -2.409964 1.050738 0.1 -0.1 0.0
H -0.949772 -2.467961 -1.629518 -0.6 0.0 -0.4
H -2.653044 -2.545329 -1.084916 0.2 -0.3 -0.7
C 3.522267 -1.346936 -1.871758 0.9 0.6 -3.1
C 2.888217 -0.130511 -1.224605 -0.9 -1.1 1.5
C 1.554584 0.262099 -1.837297 0.1 0.3 -0.2
O 0.936656 1.313063 -1.093576 0.3 -0.5 -0.2
C -0.123111 1.905658 -1.817799 -0.5 1.4 0.4
N 2.721325 -0.521577 0.210280 0.2 1.2 0.3
H 2.916872 -2.233038 -2.058552 -0.4 0.2 0.6
H 4.553746 -1.664249 -1.703431 -0.2 0.2 1.5
H 3.779972 -1.003163 -2.886750 -0.6 0.0 -0.4
H 3.526660 0.750578 -1.274802 0.2 -0.1 0.2
H 0.837442 -0.558467 -1.896292 0.2 -0.2 -0.1
H 1.828285 0.622740 -2.833273 -0.4 0.0 -0.2
H -0.614622 2.586132 -1.122080 0.1 -0.2 0.1
H -0.914292 1.260897 -2.206890 0.4 -0.6 0.1
H 0.215769 2.554920 -2.629369 0.4 -0.3 -0.2
H 2.530718 -1.515640 0.277666 -0.5 0.0 0.1
H 3.665408 -0.405574 0.565170 -0.3 0.1 0.9


# 5
145
Properties=species:S:1:pos:R:3:forces:R:3 method="wB97M-V/def2-TZVPD" total_charge=+1 homo_ha=-0.428 spin_multiplicity=1 gap_ev=7.70
C -2.075532 3.101772 3.643829 0.5 -0.2 -0.5
C -2.430010 2.477084 2.283198 -0.3 0.0 0.5
O -1.847400 3.169069 1.195403 -0.1 -0.3 -0.3
C -0.507798 2.801002 0.961269 0.4 0.4 0.5
C 0.034862 3.600536 -0.217835 -0.4 -0.2 -0.5
C 1.021533 2.852078 -1.133006 0.3 0.1 0.2
C 2.001009 1.893957 -0.415777 0.3 -0.1 -0.2
C 2.135812 0.472502 -1.017467 -0.1 0.6 -0.1
C 0.995114 -0.457764 -0.736866 -0.5 0.0 0.1
C -0.335991 -0.134474 -0.966371 0.4 -0.1 0.1
C -1.325663 -1.075524 -0.683987 -0.2 0.3 -0.2
N -1.085477 -2.279841 -0.238107 0.4 -0.1 0.1
N 0.187305 -2.584524 -0.025592 0.0 -0.1 -0.2
C 0.351521 -3.975387 0.461074 -0.6 -0.4 0.2
C -0.297080 -4.971816 -0.503538 0.4 -0.4 0.0
C 0.541537 -5.189882 -1.765490 -0.1 -0.2 0.4
Br -0.399719 -6.652247 0.512169 0.0 0.0 -0.3
C 1.214716 -1.754911 -0.222712 0.3 0.3 -0.2
C 2.598666 -2.204898 0.071554 -0.2 -0.3 -0.1
Br 3.579563 -2.758473 -1.432270 -0.1 0.0 -0.2
C 3.084214 -2.166155 1.301826 0.1 0.2 0.5
C 2.312540 -1.674871 2.496603 -0.1 0.0 0.1
Br 4.864745 -2.655295 1.645945 0.0 0.0 0.1
H -1.761223 4.132789 3.465982 -0.3 0.1 0.1
H -1.215305 2.594213 4.089205 -0.2 0.0 0.1
H -2.916238 3.070452 4.332989 0.1 0.0 0.0
H -2.132713 1.418254 2.265287 0.0 0.0 -0.1
H -3.512232 2.494889 2.137177 0.1 0.2 -0.1
H -0.421373 1.710991 0.819728 -0.2 0.1 -0.1
H 0.095552 3.020022 1.858004 0.0 -0.1 -0.1
H 0.459054 4.546150 0.121600 0.1 -0.2 0.1
H -0.829026 3.884231 -0.829163 0.1 0.0 0.1
H 1.629007 3.601720 -1.647898 -0.1 -0.1 0.0
H 0.505167 2.332138 -1.945857 -0.1 0.0 0.1
H 3.004616 2.321217 -0.489913 -0.1 0.0 0.1
H 1.800127 1.797608 0.654085 -0.1 0.1 0.0
H 2.190503 0.556050 -2.111078 0.2 0.1 0.3
H 3.086431 0.066058 -0.675872 -0.1 -0.2 0.0
H -0.636179 0.829350 -1.351567 0.1 -0.1 0.0
H -2.370765 -0.834526 -0.838282 0.0 -0.1 0.0
H -0.149644 -4.013058 1.430149 0.1 0.1 0.0
H 1.400906 -4.223357 0.583657 0.0 0.2 0.0
H -1.333373 -4.735690 -0.721838 0.1 0.2 0.1
H -0.073390 -5.567986 -2.580278 0.1 0.1 0.0
H 1.314331 -5.933748 -1.559012 0.0 0.1 -0.1
H 1.048277 -4.266659 -2.058381 -0.2 0.0 -0.2
H 1.297459 -2.075737 2.528727 0.0 0.0 -0.1
H 2.801116 -1.980467 3.419701 0.0 0.0 0.0
H 2.246047 -0.582608 2.484277 0.1 -0.1 0.0
Cl 2.444438 2.381560 -5.467258 0.0 0.0 0.0
C 2.268945 0.807980 -6.293455 0.0 0.0 0.0
C 1.101420 0.031327 -5.756209 -0.1 0.0 -0.2
Cl 1.386479 -0.500194 -4.067042 -0.2 -0.2 -0.2
H 3.204006 0.265310 -6.183964 0.0 0.0 0.0
H 2.110989 1.010661 -7.350334 0.0 0.0 0.0
H 0.938245 -0.864956 -6.350173 0.1 0.0 0.1
H 0.191301 0.621974 -5.764128 0.0 0.0 0.1
Cl -2.676324 -4.441301 3.179496 0.0 0.0 -0.1
C -1.374601 -5.549824 3.699045 0.0 0.0 0.1
C -0.832877 -5.210136 5.058812 -0.1 0.0 0.2
Cl 0.037714 -3.648439 5.047520 0.0 0.1 0.0
H -0.598711 -5.503649 2.941942 0.0 0.0 0.1
H -1.791216 -6.555823 3.702662 0.0 0.0 0.0
H -0.117434 -5.971653 5.363108 0.1 0.0 0.0
H -1.618089 -5.146147 5.809345 0.1 0.1 -0.1
Cl -1.645920 6.416119 0.771098 -0.1 0.0 0.0
C -1.624427 8.085480 0.141150 0.0 0.0 0.1
C -0.429893 8.334090 -0.740000 0.0 0.1 -0.1
Cl 1.101848 8.314222 0.180951 0.0 0.0 0.0
H -1.639388 8.762454 0.990716 0.0 0.0 0.0
H -2.536663 8.224318 -0.436415 0.0 0.0 0.0
H -0.512986 9.316869 -1.198947 0.0 0.0 0.0
H -0.347616 7.585724 -1.523798 0.0 0.0 0.0
Cl 0.079830 5.770152 -4.858750 0.0 0.0 0.0
C 0.336665 6.932093 -6.189806 0.1 0.0 -0.1
C -0.017075 8.342059 -5.796267 0.0 0.0 0.0
Cl -1.772335 8.546216 -5.553269 0.0 0.0 0.1
H -0.257585 6.598490 -7.036222 0.0 0.0 0.0
H 1.390644 6.877278 -6.455939 0.0 0.0 0.0
H 0.275311 9.025032 -6.591650 0.0 0.0 0.0
H 0.484521 8.636314 -4.877831 0.0 0.0 0.0
Cl 10.746635 -0.448892 0.632488 0.0 0.0 0.0
C 9.144351 -1.193262 0.842271 0.0 -0.1 0.0
C 8.049072 -0.370502 0.214068 -0.1 0.0 -0.1
Cl 7.777764 1.166005 1.076253 0.0 0.0 0.0
H 8.975810 -1.326079 1.908254 0.0 0.0 0.0
H 9.181119 -2.172012 0.365886 0.0 0.0 0.0
H 7.108798 -0.918284 0.251621 0.0 0.0 0.0
H 8.276150 -0.134677 -0.822390 0.0 0.0 0.0
Cl -1.368022 1.623415 -7.866850 0.0 0.0 0.0
C -3.026744 1.009466 -7.640453 0.0 -0.1 0.0
C -3.533298 1.258231 -6.243843 -0.1 0.1 0.0
Cl -2.670046 0.265719 -5.029797 0.1 0.0 0.1
H -3.025896 -0.050271 -7.885399 0.0 0.0 0.0
H -3.660058 1.533013 -8.354081 0.0 0.0 0.0
H -4.585658 0.988098 -6.181821 0.0 0.0 0.0
H -3.419096 2.299622 -5.955641 0.1 0.0 0.0
Cl -4.044298 -6.720100 10.422357 0.0 0.0 0.0
C -3.977276 -5.114290 9.647307 0.0 0.1 0.1
C -4.551267 -5.135284 8.256358 0.1 0.1 -0.1
Cl -3.522321 -6.056691 7.114736 -0.1 -0.1 0.1
H -2.941255 -4.786152 9.649959 0.0 0.0 0.0
H -4.562551 -4.433923 10.265407 0.0 0.0 0.0
H -4.616931 -4.119350 7.872553 0.0 0.0 0.0
H -5.537719 -5.578692 8.234493 0.0 -0.1 0.0
Cl -0.616435 -3.213858 -6.696953 0.0 0.0 0.0
C -2.256171 -3.299367 -5.998111 0.0 0.0 0.1
C -3.152423 -4.229279 -6.773494 0.0 0.0 0.0
Cl -3.534744 -3.578307 -8.387524 0.0 0.0 0.0
H -2.658954 -2.290391 -5.975588 0.0 0.0 0.0
H -2.148235 -3.654869 -4.974262 0.0 -0.1 0.0
H -4.096549 -4.349779 -6.244929 0.0 0.0 0.0
H -2.695841 -5.206562 -6.906610 0.0 0.0 0.0
Cl -7.678008 -4.196934 9.082382 -0.1 0.0 0.1
C -7.809441 -5.204626 10.555131 0.0 -0.1 0.0
C -8.471472 -4.460991 11.684335 0.0 0.0 0.0
Cl -7.441179 -3.140325 12.294548 0.0 0.0 0.0
H -6.808197 -5.528419 10.830318 0.0 0.0 0.0
H -8.397266 -6.080657 10.287848 0.0 0.0 0.0
H -8.645590 -5.143037 12.514487 0.0 0.0 0.0
H -9.420196 -4.029771 11.376473 0.0 0.0 0.0
Cl 3.125477 -5.134583 6.801522 0.0 0.0 0.0
C 3.941728 -6.434685 5.898040 0.0 0.0 0.1
C 3.914219 -6.181326 4.413756 0.1 -0.1 0.0
Cl 2.258912 -6.306741 3.752524 0.0 0.0 -0.2
H 3.454324 -7.372894 6.149899 0.0 0.0 0.0
H 4.973979 -6.471035 6.241642 0.0 0.0 0.0
H 4.521111 -6.923440 3.898033 0.0 0.0 0.0
H 4.288521 -5.190538 4.174227 0.0 0.1 0.0
Cl 0.082468 12.186420 5.243911 0.0 0.0 0.0
C 0.723628 10.876886 4.219722 0.0 0.0 0.0
C 0.636371 11.205861 2.752555 0.1 0.0 -0.1
Cl -1.051650 11.248692 2.174311 0.0 0.0 0.0
H 0.170788 9.970971 4.454515 0.0 0.0 0.0
H 1.766853 10.735380 4.496693 0.0 0.0 0.0
H 1.148777 10.439708 2.172994 0.0 0.0 0.0
H 1.082798 12.172226 2.534025 -0.1 0.0 0.0
Cl 3.626988 1.349503 -9.975819 0.0 0.0 0.0
C 3.417702 -0.184228 -10.863221 0.0 0.0 -0.1
C 2.251896 -0.976132 -10.333418 -0.1 0.0 -0.1
Cl 2.567287 -1.586248 -8.684989 0.0 -0.1 0.0
H 4.346770 -0.742428 -10.785867 0.0 0.0 0.0
H 3.243250 0.068804 -11.907265 0.0 0.0 0.0
H 2.068042 -1.843011 -10.965034 0.1 0.0 0.0
H 1.348391 -0.372938 -10.294207 0.0 0.0 0.0


# 6
7
Properties=species:S:1:pos:R:3:forces:R:3 method="wB97M-V/def2-TZVPD" total_charge=+1 homo_ha=-0.539 spin_multiplicity=1 de_lowest_kcal_mol=85.1 gap_ev=7.26
F -0.835993 -0.500722 -1.370110 -1.0 -0.4 0.3
P -0.412070 1.391087 0.628124 0.8 -0.3 -1.3
P -0.747587 -0.767741 0.193838 0.0 1.3 -1.5
Cl 1.245428 -1.816139 -0.295811 0.7 -0.5 0.5
Cl 2.665468 -1.205648 -1.574589 -0.3 0.2 0.2
H -0.164053 0.994085 1.915335 -0.5 0.3 1.3
H -1.751194 1.905078 0.503214 0.3 -0.8 0.6


# 7
18
Properties=species:S:1:pos:R:3:forces:R:3 method="wB97M-V/def2-TZVPD" homo_ha=-0.317 spin_multiplicity=1 de_lowest_kcal_mol=16.4 gap_ev=9.34
C -0.782353 -0.632512 2.209327 -0.1 -0.6 -0.6
C 0.433648 0.236806 2.391259 -0.5 1.0 2.4
N 1.638144 -0.389690 2.589222 -0.3 -0.9 -0.7
O 0.277390 1.417805 2.654974 0.4 -0.1 -0.9
H -0.517265 -1.652070 1.959285 0.0 -0.3 -0.3
H -1.383480 -0.214614 1.406897 0.0 0.0 -0.1
H -1.436918 -0.704901 3.077348 0.4 0.4 0.3
H 2.509897 0.084997 2.428815 -0.1 0.3 0.2
H 1.644228 -1.377800 2.389519 0.2 0.1 -0.1
C -0.410704 1.278998 -2.796275 -0.1 0.3 -1.0
S 0.193964 -0.242707 -2.044857 -0.5 0.5 0.2
C -1.339229 -1.168358 -2.265416 0.3 -0.8 0.2
H -0.280515 1.259107 -3.865686 0.1 -0.4 -0.6
H -1.489542 1.370506 -2.690112 0.1 0.2 0.6
H 0.107422 2.200836 -2.553881 0.1 -0.1 0.9
H -2.240281 -0.630163 -1.977015 0.1 0.3 -0.3
H -1.282634 -1.997098 -1.573034 0.1 -0.3 0.2
H -1.393194 -1.613408 -3.259301 -0.3 0.3 -0.1


| no. | electronic energy (eV) |
| --- | --- |
| 1 | -15949.5322 |
| 2 | -18910.0482 |
| 3 | -21266.1484 |
| 4 | -30837.0516 |
| 5 | -559407.2190 |
| 6 | -46362.2765 |
| 7 | -18699.2088 |